1.
Molecular formula: C25H53ClF6N2O3P2
Method: DFT, ωB97M-V/def2-TZVPD

Properties
E_HOMO: -9.3219 eV
Total charge: 0
Molar mass: 641.099 g mol⁻¹
Kohn-Sham gap: 9.1 eV

Cartesian coordinates (Å):
C1 0.751 -2.452 4.694
C2 0.755 -0.917 4.553
C3 -0.579 -0.299 4.119
C4 -0.739 0.130 2.660
C5 -0.022 -0.755 1.636
C6 -0.574 -0.830 0.196
N1 -2.100 -0.840 0.167
C7 -2.608 -1.902 -0.766
C8 -2.593 -3.304 -0.137
C9 -1.559 -4.270 -0.722
N2 -0.270 -4.113 -0.048
C10 -2.698 0.514 -0.117
C11 -4.219 0.517 0.029
C12 -4.791 1.937 0.054
C13 -6.319 1.916 0.216
Cl1 -6.918 3.101 1.385
C14 -2.228 0.965 -1.497
O1 -1.011 0.347 -1.889
C15 -0.032 0.179 -0.849
C16 1.165 -0.469 -1.548
C17 2.212 -1.196 -0.705
C18 3.361 -1.728 -1.580
C19 4.755 -1.378 -1.063
C20 5.034 0.116 -0.883
C21 4.686 1.039 -2.059
C22 5.168 0.566 -3.440
C23 4.089 0.513 -4.511
O2 3.990 1.793 -5.106
C24 2.709 2.100 -5.594
P1 0.323 1.926 -0.165
C25 0.637 2.765 -1.765
O3 1.862 1.652 0.382
H1 1.559 -2.921 4.129
H2 0.864 -2.761 5.733
H3 -0.182 -2.882 4.319
H4 0.989 -0.499 5.533
H5 1.558 -0.614 3.875
H6 -0.787 0.599 4.691
H7 -1.392 -0.999 4.350
H8 -1.815 0.183 2.495
H9 -0.389 1.161 2.569
H10 1.023 -0.450 1.566
H11 0.000 -1.788 2.009
H12 -0.309 -1.821 -0.174
H13 -2.407 -1.100 1.104
H14 -3.616 -1.622 -1.056
H15 -1.986 -1.864 -1.658
H16 -3.586 -3.743 -0.242
H17 -2.408 -3.224 0.941
H18 -1.411 -4.065 -1.785
H19 -1.958 -5.288 -0.647
H20 -0.357 -4.374 0.927
H21 0.427 -4.724 -0.452
H22 -2.292 1.202 0.626
H23 -4.519 -0.020 0.937
H24 -4.662 -0.003 -0.827
H25 -4.339 2.526 0.856
H26 -4.567 2.414 -0.905
H27 -6.815 2.138 -0.727
H28 -6.664 0.938 0.555
H29 -2.119 2.054 -1.486
H30 -2.962 0.717 -2.267
H31 1.642 0.279 -2.182
H32 0.728 -1.209 -2.234
H33 2.614 -0.543 0.065
H34 1.734 -2.050 -0.216
H35 3.251 -1.327 -2.595
H36 3.282 -2.813 -1.688
H37 5.503 -1.832 -1.718
H38 4.890 -1.859 -0.087
H39 6.104 0.223 -0.676
H40 4.506 0.474 0.004
H41 5.153 2.003 -1.839
H42 3.610 1.239 -2.076
H43 5.675 -0.399 -3.379
H44 5.914 1.270 -3.818
H45 4.336 -0.232 -5.279
H46 3.115 0.232 -4.086
H47 2.784 3.052 -6.116
H48 1.982 2.191 -4.777
H49 2.345 1.342 -6.299
H50 0.843 2.103 -2.602
H51 -0.200 3.422 -2.002
H52 1.522 3.389 -1.609
H53 2.154 2.408 0.902
F1 -1.921 3.292 6.106
P2 -2.951 3.136 4.825
F2 -3.433 1.577 4.404
F3 -4.059 3.009 6.026
F4 -1.574 2.610 4.035
F5 -2.431 4.641 4.400
F6 -4.233 3.581 3.878

2.
Molecular formula: C25H53IN2O6P
Method: DFT, ωB97M-V/def2-TZVPD

Properties
E_HOMO: -10.8187 eV
Total charge: +1
Energy relative to the best compared isomer or geometry (same formula, charge and spin): 0.00 kJ/mol
Molar mass: 635.585 g mol⁻¹
Kohn-Sham gap: 6.3 eV

Cartesian coordinates (Å):
C1 3.395 -1.577 0.087
C2 2.592 -2.122 -0.617
C3 1.655 -2.640 -1.636
C4 2.167 -2.202 -3.032
C5 0.997 -1.843 -3.947
C6 -0.176 -2.797 -3.710
C7 -0.794 -2.715 -2.275
C8 -1.200 -4.139 -1.863
C9 -2.071 -4.877 -2.890
C10 -2.330 -6.318 -2.356
C11 -3.271 -6.381 -1.154
N1 -2.527 -6.359 0.141
P1 -2.227 -1.482 -2.207
C12 -3.778 -2.281 -1.646
C13 -2.472 -0.711 -3.859
N2 0.259 -2.106 -1.373
I1 -0.239 -2.297 0.677
H1 4.101 -0.975 0.611
H2 1.624 -3.726 -1.578
H3 2.739 -3.038 -3.432
H4 2.873 -1.383 -2.919
H5 0.683 -0.801 -3.842
H6 1.303 -1.954 -4.987
H7 0.224 -3.813 -3.806
H8 -0.950 -2.719 -4.466
H9 -1.741 -4.159 -0.920
H10 -0.294 -4.738 -1.726
H11 -3.048 -4.413 -3.024
H12 -1.586 -4.995 -3.857
H13 -1.350 -6.732 -2.110
H14 -2.708 -6.907 -3.193
H15 -4.053 -5.620 -1.188
H16 -3.781 -7.346 -1.206
H17 -2.831 -5.544 0.658
H18 -2.791 -7.171 0.678
H19 -3.620 -2.999 -0.847
H20 -4.349 -2.740 -2.456
H21 -4.408 -1.490 -1.236
H22 -1.538 -0.660 -4.410
H23 -2.846 0.299 -3.705
H24 -3.224 -1.248 -4.444
H25 0.221 -1.093 -1.533
C14 0.683 2.182 -0.141
O1 -0.540 2.407 -0.815
C15 -1.674 1.811 -0.203
C16 -2.825 2.781 -0.011
O2 -2.617 3.824 0.923
C17 -1.704 4.870 0.621
C18 -2.101 5.804 -0.505
O3 -2.067 5.177 -1.777
C19 -3.208 5.393 -2.581
H26 1.147 1.249 -0.489
H27 1.350 3.011 -0.378
H28 0.554 2.149 0.944
H29 -1.413 1.361 0.762
H30 -2.006 1.010 -0.871
H31 -3.654 2.199 0.402
H32 -3.175 3.171 -0.969
H33 -0.695 4.483 0.470
H34 -1.670 5.474 1.531
H35 -1.381 6.631 -0.520
H36 -3.091 6.223 -0.299
H37 -4.122 5.457 -1.983
H38 -3.305 4.543 -3.259
H39 -3.098 6.303 -3.178
C20 4.349 -0.551 4.884
O4 4.684 0.819 4.804
C21 5.039 1.280 3.514
C22 4.288 2.533 3.101
O5 2.890 2.391 2.891
C23 2.041 2.140 4.004
C24 1.927 3.252 5.030
O6 3.119 3.436 5.768
C25 3.554 4.777 5.887
H40 5.244 -1.158 5.050
H41 3.678 -0.676 5.734
H42 3.830 -0.895 3.983
H43 4.884 0.498 2.762
H44 6.107 1.525 3.528
H45 4.685 2.825 2.124
H46 4.503 3.362 3.775
H47 2.289 1.192 4.484
H48 1.046 2.015 3.567
H49 1.135 2.971 5.736
H50 1.621 4.178 4.532
H51 3.326 5.361 4.990
H52 4.636 4.766 6.019
H53 3.101 5.255 6.760

3.
Molecular formula: C25H53N3O35S8
Method: DFT, ωB97M-V/def2-TZVPD

Properties
E_HOMO: -9.6766 eV
Total charge: 0
Energy relative to the best compared isomer or geometry (same formula, charge and spin): 0.00 kJ/mol
Molar mass: 1212.221 g mol⁻¹
Kohn-Sham gap: 9.5 eV

Cartesian coordinates (Å):
C1 3.036 -3.794 3.370
C2 3.214 -5.093 2.678
O1 4.666 -5.441 2.827
S1 5.560 -4.217 2.923
O2 6.051 -3.813 1.632
O3 6.403 -4.310 4.041
O4 4.373 -3.155 3.391
H1 2.672 -3.919 4.416
H2 2.287 -3.065 2.932
H3 3.020 -4.995 1.608
H4 2.663 -5.894 3.122
C3 5.151 3.391 0.789
C4 4.039 2.701 1.523
O5 4.609 1.643 2.265
S2 6.085 2.135 2.605
O6 6.895 0.981 2.769
O7 5.990 3.224 3.525
O8 6.373 2.749 1.168
H5 5.220 4.458 1.088
H6 5.165 3.340 -0.336
H7 3.288 2.242 0.853
H8 3.543 3.448 2.195
C5 -2.949 0.499 2.310
C6 -4.395 0.636 2.383
O9 -4.919 0.118 1.149
S3 -3.882 0.252 -0.049
O10 -4.231 1.352 -0.918
O11 -3.589 -0.971 -0.713
O12 -2.659 0.711 0.875
H9 -2.534 -0.436 2.593
H10 -2.423 1.296 2.832
H11 -4.553 1.715 2.450
H12 -4.946 0.079 3.246
C7 -2.594 -4.047 2.881
C8 -1.990 -3.814 1.513
O13 -1.772 -5.135 1.032
S4 -1.077 -5.883 2.298
O14 0.232 -5.368 2.473
O15 -1.302 -7.286 2.175
O16 -1.996 -5.188 3.425
H13 -3.692 -4.368 2.816
H14 -2.373 -3.204 3.517
H15 -1.045 -3.226 1.404
H16 -2.784 -3.312 0.956
C9 6.125 -0.957 0.019
C10 4.713 -1.242 0.586
O17 3.841 -0.484 -0.226
S5 4.535 -0.141 -1.610
O18 4.711 1.293 -1.759
O19 3.737 -0.820 -2.629
O20 5.849 -0.914 -1.430
H17 6.865 -1.733 0.121
H18 6.424 0.000 0.390
H19 4.674 -0.993 1.664
H20 4.505 -2.300 0.457
C11 0.240 5.549 -1.565
C12 -0.044 4.984 -0.175
O21 0.636 5.862 0.720
S6 2.094 6.134 0.057
O22 3.021 5.081 0.435
O23 2.571 7.444 0.278
O24 1.629 5.976 -1.497
H21 -0.452 6.388 -1.693
H22 0.164 4.754 -2.346
H23 0.290 3.979 -0.066
H24 -1.118 4.923 -0.010
C13 -7.042 -2.842 -0.532
C14 -5.665 -3.471 -0.554
O25 -5.282 -3.808 0.826
S7 -6.470 -3.196 1.829
O26 -5.939 -2.283 2.787
O27 -7.382 -4.250 2.230
O28 -7.154 -2.377 0.786
H25 -7.767 -3.570 -0.728
H26 -7.205 -1.948 -1.177
H27 -4.895 -2.765 -0.902
H28 -5.650 -4.360 -1.122
C15 -5.171 4.109 -0.493
C16 -6.183 3.831 0.709
O29 -5.394 3.897 1.918
S8 -3.915 4.485 1.557
O30 -2.992 3.716 2.339
O31 -3.899 5.906 1.499
O32 -3.831 3.977 0.082
H29 -5.293 5.135 -0.862
H30 -5.263 3.408 -1.219
H31 -6.586 2.843 0.502
H32 -7.019 4.552 0.684
C17 0.495 -0.972 -0.834
C18 0.543 -0.530 0.580
O33 0.671 -1.309 1.565
N1 0.509 0.833 0.667
C19 0.668 1.492 1.892
H33 -0.087 -0.398 -1.554
H34 0.205 -2.011 -0.997
H35 1.507 -0.925 -1.246
H36 0.207 1.361 -0.169
H37 -0.273 1.496 2.453
H38 1.018 2.523 1.832
H39 1.450 1.020 2.471
C20 0.454 -2.556 -6.161
C21 0.895 -1.495 -5.198
O34 0.479 -0.371 -5.219
N2 1.881 -1.942 -4.381
C22 2.582 -3.187 -4.245
H40 -0.285 -2.160 -6.827
H41 -0.121 -3.297 -5.629
H42 1.327 -3.103 -6.587
H43 2.334 -1.194 -3.882
H44 3.437 -3.363 -4.915
H45 1.871 -4.111 -4.295
H46 2.988 -3.149 -3.236
C23 -2.124 2.288 -3.278
C24 -0.708 2.232 -2.636
O35 -0.521 2.466 -1.432
N3 0.281 2.017 -3.542
C25 1.689 2.265 -3.214
H47 -2.788 2.405 -2.448
H48 -2.367 1.296 -3.733
H49 -2.168 3.051 -4.015
H50 0.007 1.495 -4.386
H51 1.769 2.087 -2.160
H52 1.913 3.268 -3.420
H53 2.418 1.666 -3.734

4.
Molecular formula: C25H54AlBBr3Cl3FNNbO7S
Method: DFT, ωB97M-V/def2-TZVPD

Properties
E_HOMO: -8.9887 eV
Total charge: +1
Molar mass: 1008.543 g mol⁻¹
Kohn-Sham gap: 2.8 eV

Cartesian coordinates (Å):
C1 1.934 -2.930 4.290
C2 2.344 -1.488 4.889
C3 1.266 -0.441 4.347
C4 0.578 0.214 5.660
Nb1 2.086 1.312 3.166
C5 3.780 1.716 4.642
C6 3.926 3.280 4.690
O1 3.014 4.063 4.333
C7 0.340 1.066 1.701
C8 -0.741 2.237 1.800
C9 -2.222 1.788 2.196
S1 -3.085 0.710 0.961
O2 -2.232 0.338 -0.231
O3 -4.351 1.362 0.422
O4 -3.635 -0.664 1.803
B1 3.445 0.023 1.845
C10 4.202 0.807 0.610
O5 3.740 -1.372 1.978
H1 2.616 -3.260 3.448
H2 0.874 -2.962 3.899
H3 1.998 -3.750 5.087
H4 3.405 -1.208 4.605
H5 2.328 -1.606 6.014
H6 0.412 -0.896 3.756
H7 0.060 -0.583 6.292
H8 -0.206 0.989 5.406
H9 1.345 0.722 6.329
H10 1.050 2.440 4.177
H11 2.580 2.777 2.203
H12 3.601 1.260 5.673
H13 4.769 1.298 4.229
H14 4.908 3.750 5.008
H15 0.746 1.100 0.626
H16 -0.111 0.002 1.803
H17 -0.728 2.845 0.833
H18 -0.371 2.946 2.619
H19 -2.852 2.738 2.277
H20 -2.306 1.283 3.209
H21 -2.918 -0.994 2.472
H22 4.223 0.049 -0.241
H23 3.625 1.751 0.333
H24 5.277 1.059 0.902
H25 4.594 -1.425 2.465
C11 -3.133 1.216 -7.034
C12 -2.629 2.618 -6.688
C13 -1.182 2.713 -6.201
N1 -0.896 2.288 -4.749
C14 0.606 2.560 -4.534
C15 1.139 1.984 -3.233
C16 0.856 0.495 -3.134
C17 -0.636 0.241 -3.252
C18 -1.210 0.807 -4.545
C19 -1.699 3.142 -3.806
H26 -3.522 0.692 -6.161
H27 -3.961 1.285 -7.742
H28 -2.352 0.607 -7.492
H29 -3.328 3.112 -6.004
H30 -2.669 3.197 -7.616
H31 -0.859 3.755 -6.270
H32 -0.528 2.117 -6.840
H33 1.131 2.108 -5.380
H34 0.749 3.643 -4.571
H35 2.216 2.151 -3.183
H36 0.708 2.505 -2.371
H37 1.228 0.101 -2.187
H38 1.386 -0.038 -3.933
H39 -1.155 0.668 -2.385
H40 -0.828 -0.835 -3.222
H41 -2.295 0.701 -4.518
H42 -0.808 0.271 -5.408
H43 -2.756 2.915 -3.950
H44 -1.497 4.192 -4.030
H45 -1.413 2.911 -2.775
Cl1 -1.563 -1.245 1.536
C20 1.718 -6.384 2.750
Br1 2.707 -7.503 3.985
Br2 2.798 -5.865 1.226
Br3 0.051 -7.206 2.204
H46 1.462 -5.471 3.282
Al1 -3.983 3.061 -3.072
C21 3.479 4.524 -4.664
Cl2 5.225 4.496 -4.913
Cl3 3.078 4.702 -2.950
H47 3.057 5.363 -5.215
H48 3.057 3.590 -5.031
F1 2.523 3.663 6.566
O6 -2.448 -8.156 1.296
C22 -3.240 -7.249 1.299
O7 -4.530 -7.374 1.702
C23 -5.224 -6.140 1.476
C24 -4.145 -5.082 1.418
C25 -2.977 -5.843 0.824
H49 -5.780 -6.220 0.537
H50 -5.929 -5.962 2.289
H51 -4.435 -4.202 0.842
H52 -3.893 -4.753 2.430
H53 -2.993 -5.828 -0.268
H54 -2.024 -5.475 1.199

5.
Molecular formula: C25H54B3N3O6
Method: DFT, ωB97M-V/def2-TZVPD

Properties
E_HOMO: -9.1493 eV
Total charge: 0
Molar mass: 525.158 g mol⁻¹
Kohn-Sham gap: 9.7 eV

Cartesian coordinates (Å):
C1 -0.061 -1.640 1.475
C2 0.150 -2.175 0.044
C3 0.464 -1.062 -0.968
C4 1.972 -0.755 -1.155
B1 2.349 0.721 -0.807
O1 3.349 1.408 -1.496
B2 2.790 2.488 -2.158
O2 1.894 3.278 -1.478
B3 1.155 2.690 -0.446
C5 -0.161 3.372 0.052
C6 -1.070 2.473 0.920
C7 -2.551 2.440 0.517
C8 -2.851 1.394 -0.534
C9 -3.757 0.372 -0.254
C10 -4.016 -0.635 -1.174
C11 -3.379 -0.631 -2.403
C12 -2.492 0.396 -2.708
C13 -2.231 1.393 -1.783
O3 1.618 1.502 0.088
H1 0.290 -0.608 1.560
H2 0.505 -2.219 2.206
H3 -1.116 -1.655 1.747
H4 -0.761 -2.671 -0.293
H5 0.983 -2.882 0.053
H6 0.059 -1.360 -1.936
H7 -0.066 -0.164 -0.646
H8 2.583 -1.455 -0.577
H9 2.242 -0.890 -2.205
H10 3.050 2.630 -3.313
H11 -0.685 3.742 -0.831
H12 0.146 4.240 0.645
H13 -1.043 2.871 1.939
H14 -0.706 1.447 0.984
H15 -3.121 2.151 1.405
H16 -2.889 3.430 0.205
H17 -4.265 0.358 0.704
H18 -4.721 -1.420 -0.928
H19 -3.565 -1.415 -3.127
H20 -1.997 0.411 -3.672
H21 -1.538 2.183 -2.045
C14 -2.964 -7.273 0.799
C15 -2.372 -5.882 0.606
C16 -1.313 -5.507 1.649
O4 -1.830 -5.144 2.914
C17 -2.093 -6.215 3.798
N1 -3.462 -4.905 0.537
H22 -3.654 -7.301 1.643
H23 -3.524 -7.566 -0.088
H24 -2.182 -8.016 0.970
H25 -1.864 -5.869 -0.363
H26 -0.782 -4.621 1.290
H27 -0.568 -6.307 1.763
H28 -1.348 -7.010 3.688
H29 -3.089 -6.639 3.648
H30 -2.037 -5.820 4.811
H31 -3.086 -3.991 0.299
H32 -3.841 -4.790 1.473
C18 -1.659 2.541 6.086
C19 -3.183 2.553 6.078
C20 -3.812 1.202 5.710
O5 -3.767 0.894 4.331
C21 -2.569 0.294 3.879
N2 -3.644 3.643 5.215
H33 -1.253 2.525 5.074
H34 -1.283 3.440 6.572
H35 -1.272 1.673 6.624
H36 -3.518 2.779 7.095
H37 -4.874 1.236 5.967
H38 -3.359 0.390 6.294
H39 -2.151 -0.394 4.620
H40 -1.823 1.049 3.616
H41 -2.807 -0.270 2.976
H42 -4.653 3.733 5.287
H43 -3.478 3.372 4.250
C22 8.080 3.533 -5.305
C23 6.807 3.092 -4.591
C24 6.118 1.882 -5.234
O6 5.389 2.182 -6.408
C25 6.139 2.202 -7.606
N3 5.905 4.241 -4.474
H44 7.858 4.041 -6.243
H45 8.632 4.233 -4.680
H46 8.729 2.682 -5.520
H47 7.086 2.785 -3.578
H48 5.384 1.496 -4.523
H49 6.834 1.074 -5.433
H50 6.923 1.439 -7.595
H51 6.596 3.178 -7.790
H52 5.451 1.987 -8.423
H53 5.097 3.975 -3.919
H54 5.523 4.422 -5.398